Here is a structure of composition C13H23BCaCl2F2N3Na3O6 at a distorted geometry from the Open Molecules 2025 dataset. Energies are from ωB97M-V with the def2-TZVPD basis set.

Geometry as XYZ:
```
54
Properties=species:S:1:pos:R:3:lowdin_charge:R:1
C 0.841 2.770 1.683 -0.23
C 2.290 2.999 1.224 -0.20
O 2.320 4.096 0.325 0.07
B 2.352 3.717 -1.023 -0.62
O 3.227 4.335 -1.858 0.23
C 1.322 2.622 -1.582 -0.15
C 0.849 3.122 -2.872 -0.18
N 0.553 3.374 -3.953 0.22
C 1.879 1.166 -1.605 -0.24
C 3.355 1.224 -1.513 -0.19
N 4.484 1.004 -1.495 0.24
C 1.363 0.308 -2.758 -0.15
C 1.318 -1.180 -2.450 -0.43
C 2.623 -1.790 -1.929 -0.12
C 0.997 -1.893 -3.803 -0.06
H 0.905 2.288 2.690 0.10
H 0.371 3.791 1.762 0.01
H 0.266 2.099 0.910 -0.02
H 2.899 3.293 2.078 0.14
H 2.721 2.080 0.818 0.12
H 4.112 4.016 -1.625 0.13
H 0.460 2.613 -0.894 0.06
H 1.520 0.702 -0.671 0.10
H 0.338 0.613 -2.998 0.13
H 1.953 0.520 -3.651 0.13
H 0.494 -1.450 -1.769 0.04
H 2.815 -1.494 -0.883 0.05
H 2.527 -2.886 -1.969 0.07
H 3.455 -1.478 -2.643 0.05
H 1.911 -2.383 -4.130 0.07
H 0.231 -2.674 -3.691 0.06
H 0.738 -1.176 -4.576 0.09
Na -0.445 -2.809 -0.690 0.68
F 3.567 -0.796 -4.072 -0.58
Na 0.325 0.215 1.913 0.54
C -4.582 -1.434 3.264 0.04
N -3.379 -0.596 3.519 -0.39
O -3.560 0.536 3.853 0.06
O -2.280 -1.112 3.348 -0.03
H -5.468 -0.830 3.443 0.12
H -4.541 -1.760 2.221 0.12
H -4.543 -2.278 3.953 0.03
C -2.631 -3.577 4.013 -0.01
C -2.675 -3.817 2.500 -0.74
O -1.999 -3.113 1.748 -0.05
O -3.458 -4.790 2.162 -0.42
H -1.970 -2.757 4.249 0.07
H -3.634 -3.343 4.381 0.03
H -2.283 -4.474 4.525 0.10
Ca -1.361 3.457 0.954 1.22
Cl -3.793 1.707 0.716 -0.48
F 1.333 5.428 -5.161 -0.69
Na -5.537 -3.773 3.428 0.61
Cl -4.576 -4.431 0.585 0.23
```

- LUMO energy: -3.972 eV
- Orbital gap: 1.6 eV
- E_tot: -93439.8206 eV
- HOMO: -5.61 eV